Below is a molecular structure, C36H30ClCuF5N8O4S at a distorted geometry, with properties calculated with ωB97M-V/def2-TZVPD.

ORCA input file:
```
! RIJCOSX wB97M-V def2-TZVPD def2/J DEFGRID3
* xyz 0 2
Cu 1.235 -1.268 1.079
C -5.818 11.184 -0.878
O -5.945 10.030 -1.694
C -5.250 8.930 -1.323
C -4.456 8.857 -0.186
C -3.784 7.673 0.100
C -3.891 6.564 -0.723
C -4.695 6.655 -1.863
C -5.366 7.820 -2.160
C -3.189 5.301 -0.439
N -3.214 4.233 -1.198
C -2.418 3.315 -0.549
C -1.915 3.825 0.608
N -2.421 5.106 0.679
C -1.093 3.081 1.515
C -0.628 3.588 2.733
C 0.095 2.768 3.551
C 0.391 1.475 3.113
N 0.033 0.981 1.939
C -0.756 1.761 1.155
C -1.307 1.193 -0.085
N -1.026 -0.091 -0.354
C -1.531 -0.630 -1.447
C -2.348 0.063 -2.347
C -2.647 1.373 -2.084
C -2.129 1.962 -0.925
H -6.417 11.957 -1.347
H -4.779 11.515 -0.822
H -6.194 10.998 0.130
H -4.350 9.702 0.478
H -3.167 7.646 0.992
H -4.779 5.790 -2.508
H -5.991 7.899 -3.041
H -2.254 5.777 1.406
H -0.849 4.609 3.024
H 0.465 3.102 4.512
H 0.961 0.829 3.757
H -1.265 -1.664 -1.631
H -2.722 -0.437 -3.231
H -3.274 1.966 -2.737
C -3.392 -3.972 1.751
N -2.310 -3.126 2.209
C -1.152 -2.902 1.546
N -1.001 -3.446 0.317
O -0.252 -2.227 2.083
H -4.011 -4.242 2.602
H -3.005 -4.898 1.322
H -4.027 -3.477 1.012
H -2.361 -2.682 3.109
H -1.808 -3.783 -0.175
H -0.219 -3.098 -0.244
F 1.863 -1.015 3.847
C 2.581 -1.093 2.676
F 3.462 -2.098 2.903
C 3.469 0.189 2.536
F 3.603 0.852 3.697
F 2.937 1.039 1.642
F 4.690 -0.118 2.094
S 5.082 -7.317 0.701
C 4.175 -5.780 0.754
C 2.922 -5.759 1.345
C 2.218 -4.562 1.368
N 2.678 -3.433 0.835
C 3.897 -3.459 0.289
C 4.682 -4.598 0.237
C 5.464 -7.401 -1.043
C 4.480 -7.747 -1.959
C 4.809 -7.773 -3.307
N 6.027 -7.495 -3.777
C 6.966 -7.183 -2.882
C 6.738 -7.123 -1.514
H 2.493 -6.661 1.763
H 1.232 -4.517 1.821
H 4.249 -2.527 -0.140
H 5.663 -4.558 -0.219
H 3.476 -7.979 -1.626
H 4.057 -8.032 -4.046
H 7.952 -6.963 -3.279
H 7.539 -6.876 -0.829
Cl 1.770 -4.519 -2.533
C 1.758 -2.767 -2.941
C 1.954 -1.914 -1.696
O 2.978 -1.245 -1.580
O 1.015 -2.001 -0.830
H 0.792 -2.565 -3.393
H 2.558 -2.588 -3.647
*
```

The expectation value of S² is 0.75. The value obtained for the energy above the lowest of the compared OMol25 structures with the same formula, charge and spin is 1.608 eV. For the max |F|, the calculation gives 1.18 eV/Å. Its total energy is -139516.9493 eV. The frontier orbital gap (alpha / beta) is 7.97 / 7.24 eV. As for the LUMO energy (alpha / beta): 0.0 / -0.7 eV.

Below is 2 unconnected molecules or ions with the total composition C4H12N2O at a distorted geometry, with properties calculated with ωB97M-V/def2-TZVPD.

ORCA input file:
```
! RIJCOSX wB97M-V def2-TZVPD def2/J DEFGRID3
* xyz 0 1
C -0.838 -1.085 -1.330
C -0.391 -0.495 0.005
C -1.377 0.513 0.559
N -0.129 -1.491 1.037
O 0.979 -2.323 0.666
H -0.917 -0.304 -2.082
H -0.116 -1.827 -1.667
H -1.810 -1.566 -1.226
H 0.581 0.044 -0.157
H -2.383 0.102 0.606
H -1.090 0.835 1.555
H -1.300 1.430 -0.072
H -0.922 -2.128 1.100
H 1.676 -2.098 1.294
C 1.795 1.844 -0.321
N 0.906 2.664 0.043
H 2.515 1.336 0.331
H 1.937 1.702 -1.388
H 0.882 2.848 1.047
*
```

Its SMILES is CC(C)NO.C=N. The value obtained for the energy above the lowest of the compared OMol25 structures with the same formula, charge and spin is 3.428 eV. For the max |F|, the calculation gives 1.18 eV/Å. Its total energy is -9367.7661 eV. The frontier orbital gap is 10.13 eV. As for the LUMO energy: 0.9 eV.

Below is a molecular structure, C39H32ClCo2O9P at a distorted geometry, with properties calculated with ωB97M-V/def2-TZVPD.

ORCA input file:
```
! RIJCOSX wB97M-V def2-TZVPD def2/J DEFGRID3
* xyz -2 1
C -6.319 -2.392 2.630
C -4.908 -2.467 2.079
O -4.654 -1.295 1.261
C -3.393 -0.983 0.869
C -3.215 0.435 0.477
Cl -1.704 1.111 0.795
C -4.244 1.501 0.691
O -4.262 2.548 0.056
O -5.078 1.241 1.722
C -5.780 2.406 2.199
C -6.734 1.929 3.253
O -2.467 -1.804 0.835
H -6.506 -3.303 3.211
H -6.439 -1.558 3.331
H -7.089 -2.305 1.853
H -4.189 -2.509 2.913
H -4.814 -3.348 1.435
H -5.045 3.120 2.600
H -6.305 2.843 1.339
H -7.239 2.782 3.695
H -7.491 1.264 2.837
H -6.211 1.406 4.055
O -2.312 -3.199 -2.139
C -1.465 -2.479 -1.812
Co -0.263 -1.266 -1.405
C -1.765 -0.348 -1.552
O -2.717 0.141 -2.022
C 0.505 -2.537 -0.541
O 0.994 -3.467 -0.042
C 1.294 -1.002 -2.249
C 0.306 -0.018 -2.632
C -0.529 0.342 -3.691
C -0.941 1.648 -4.073
C -1.389 1.821 -5.412
C -1.990 3.001 -5.815
C -2.187 4.051 -4.900
C -1.678 3.919 -3.597
C -0.993 2.765 -3.205
Co 1.472 0.547 -1.366
C 0.755 1.850 -0.409
O 0.604 2.833 0.207
C 2.730 1.398 -2.250
O 3.607 1.979 -2.748
P 2.748 -0.252 0.109
C 2.047 -0.785 1.727
C 2.895 -1.005 2.821
C 2.383 -1.531 4.012
C 1.005 -1.749 4.150
C 0.144 -1.431 3.095
C 0.666 -0.936 1.897
C 3.726 -1.698 -0.488
C 3.744 -2.904 0.218
C 4.558 -3.956 -0.212
C 5.326 -3.820 -1.372
C 5.240 -2.647 -2.126
C 4.455 -1.577 -1.680
C 4.114 0.831 0.709
C 5.449 0.405 0.756
C 6.434 1.245 1.284
C 6.100 2.524 1.734
C 4.774 2.960 1.671
C 3.781 2.110 1.175
H 2.016 -1.572 -2.781
H -0.724 -0.453 -4.436
H -1.298 0.975 -6.095
H -2.322 3.087 -6.847
H -2.720 4.952 -5.214
H -1.828 4.713 -2.857
H -0.550 2.707 -2.205
H 3.957 -0.774 2.742
H 3.060 -1.767 4.832
H 0.605 -2.151 5.083
H -0.931 -1.588 3.178
H -0.035 -0.655 1.102
H 3.158 -3.024 1.126
H 4.580 -4.876 0.370
H 5.971 -4.641 -1.701
H 5.778 -2.556 -3.068
H 4.431 -0.649 -2.255
H 5.726 -0.585 0.399
H 7.463 0.891 1.349
H 6.877 3.183 2.126
H 4.503 3.958 2.013
H 2.743 2.443 1.175
*
```

The value obtained for the energy above the lowest of the compared OMol25 structures with the same formula, charge and spin is 4.060 eV. For the max |F|, the calculation gives 4.65 eV/Å. Its total energy is -156449.2205 eV. The frontier orbital gap is 3.48 eV. As for the LUMO energy: 4.1 eV.

Below is a molecular structure, C11H33O6Y at a distorted geometry, with properties calculated with ωB97M-V/def2-TZVPD.

ORCA input file:
```
! RIJCOSX wB97M-V def2-TZVPD def2/J DEFGRID3
* xyz 2 1
Y -10.203 -11.838 19.530
C -13.252 -10.811 18.099
O -11.984 -11.467 18.142
H -13.843 -10.976 18.999
H -13.091 -9.727 18.113
H -13.766 -11.045 17.169
C -14.134 -15.187 17.067
C -13.568 -14.386 15.886
O -12.334 -13.762 16.182
H -14.943 -15.854 16.776
H -14.496 -14.515 17.850
H -13.347 -15.813 17.495
H -14.325 -13.637 15.638
H -13.448 -15.057 15.040
H -12.481 -12.992 16.737
C -13.619 -7.889 15.517
C -12.658 -6.899 14.934
O -11.488 -6.804 15.754
H -13.059 -8.788 15.814
H -14.329 -8.348 14.826
H -14.194 -7.543 16.375
H -13.110 -5.897 14.945
H -12.404 -7.052 13.882
H -10.739 -6.506 15.233
C -17.090 -10.799 15.888
C -16.806 -11.962 16.819
O -17.911 -12.799 17.061
H -17.527 -9.926 16.377
H -17.789 -11.036 15.085
H -16.172 -10.413 15.431
H -16.462 -11.534 17.766
H -15.973 -12.616 16.536
H -18.214 -13.193 16.238
C -10.004 -9.983 15.706
C -9.443 -9.524 17.022
O -8.943 -10.731 17.728
H -10.345 -9.130 15.118
H -10.925 -10.542 15.904
H -9.436 -10.652 15.063
H -10.171 -8.966 17.617
H -8.638 -8.791 16.924
H -7.992 -10.563 17.855
C -16.601 -13.397 20.713
C -15.308 -13.525 21.489
O -14.207 -12.921 20.794
H -17.283 -14.212 20.954
H -16.423 -13.509 19.639
H -17.050 -12.409 20.831
H -15.111 -14.575 21.708
H -15.390 -13.053 22.478
H -14.334 -11.968 20.796
*
```

The value obtained for the energy above the lowest of the compared OMol25 structures with the same formula, charge and spin is 2.537 eV. For the max |F|, the calculation gives 6.39 eV/Å. Its total energy is -25250.0729 eV. The frontier orbital gap is 3.70 eV. As for the LUMO energy: -10.5 eV.

> Among the records above, which one has the lowest total energy?

C39H32ClCo2O9P

> Look up the max |F| of the second one.

1.18 eV/Å

> Number 4 is which compound?

C11H33O6Y

> Among the records above, which one has the lowest energy above the lowest of the compared OMol25 structures with the same formula, charge and spin?

C36H30ClCuF5N8O4S